# 1
Formula: C38H102F6O19Y
Source: the OMol25 dataset
Level of theory: ωB97M-V with the def2-TZVPD basis set

Each line ends with the Mulliken charge.
Element x y z (Å)
Y 1.317 -0.949 -3.710  1.14
F -0.650 -3.409 -0.120  0.10
F 1.347 -2.714 0.251  -0.39
F -0.248 -2.133 1.574  0.04
F -0.003 3.600 -2.435  0.05
F 1.132 4.793 -3.835  -0.36
F 2.150 3.728 -2.273  -0.26
O 0.493 -0.139 0.210  0.97
O 5.707 2.254 2.511  -0.65
O -2.397 -6.406 2.853  -0.57
O 0.136 -1.046 -1.814  -0.05
O -0.146 -0.395 -5.519  -0.52
O 1.192 1.302 -3.549  0.65
O -2.502 -3.882 -3.534  -0.55
O -5.067 -2.873 -3.544  -0.56
O -2.488 5.359 3.096  -0.56
O -2.507 -2.779 5.960  -0.63
O -4.236 0.561 2.583  -0.72
O 2.392 3.189 6.332  -0.56
O 3.326 -0.222 -2.612  -0.61
O 2.515 6.608 1.474  -0.57
O -3.886 3.141 -3.983  -0.62
O 2.505 2.603 -4.798  -0.38
O -4.355 -2.150 3.820  -0.70
O 2.044 -5.541 -1.883  -0.46
O 3.145 -0.618 4.822  -0.71
C -2.887 0.596 2.050  1.68
C 4.706 2.450 1.505  1.36
C 2.503 -6.034 -0.612  0.25
C -4.110 -1.582 -1.734  1.25
C -4.801 -3.238 1.674  -0.99
C 0.708 3.028 4.678  0.21
C 2.494 3.363 -6.001  -0.17
C -1.301 -6.533 0.750  -0.73
C 5.381 2.991 0.273  -1.22
C 1.862 3.848 5.172  -0.34
C -3.117 2.160 -1.932  -1.11
C -2.193 4.853 0.797  -0.35
C -1.571 -0.023 -5.502  -0.82
C 3.524 -0.348 -1.148  1.45
C 2.017 5.943 0.276  0.95
C 2.604 -0.128 3.603  0.44
C 4.974 -0.505 -0.785  -1.38
C -1.152 -5.610 -2.589  -1.23
C -3.862 -3.084 2.863  0.37
C -2.745 2.983 -3.124  0.18
C 3.030 -1.050 2.496  -0.74
C 1.050 1.974 0.973  0.42
C 1.634 6.959 -0.785  -1.05
C 3.996 -6.326 -0.649  -1.21
C 1.138 3.641 -3.148  0.37
C -2.185 -0.409 -4.182  -0.20
C -1.277 -2.194 5.566  0.14
C 0.055 -2.345 0.286  -0.40
C -2.004 1.438 2.973  -1.11
C 0.169 1.198 0.028  1.64
C 1.273 2.478 -4.111  -0.16
C -2.568 -5.091 -2.773  0.10
C -1.167 -6.090 2.181  0.58
C -1.550 5.448 2.024  -0.07
C -0.370 -3.226 4.910  -0.19
C -5.195 -2.551 -2.131  -0.84
C -0.243 -1.076 -0.502  0.31
C 3.814 3.150 -6.707  -1.27
H -0.100 3.005 5.415  0.49
H -5.934 -3.169 -3.838  0.30
H -3.551 3.404 -4.845  0.34
H -3.110 -2.742 5.203  0.32
H 5.597 0.350 -1.050  0.34
H -4.480 -1.308 3.362  0.30
H -0.472 -4.897 -2.138  0.20
H 1.664 3.050 -6.657  0.27
H 2.819 -0.069 5.544  0.37
H 0.207 -0.150 -6.385  0.28
H -3.556 2.747 -1.121  0.58
H 4.214 1.497 1.266  -0.49
H 1.222 1.467 1.926  -1.00
H 4.999 -0.647 0.298  0.22
H -1.625 1.064 -5.598  0.40
H 5.462 1.498 3.054  0.38
H -3.696 -4.050 3.331  0.46
H 1.350 6.455 -1.717  0.16
H 0.631 2.946 1.233  -0.28
H -5.745 -3.680 1.990  0.36
H -3.202 -5.824 -3.286  0.44
H 4.566 -5.431 -0.890  0.24
H -3.409 -3.543 -3.658  0.20
H -2.156 -6.030 0.287  0.06
H -2.626 3.889 1.073  -0.06
H -0.586 4.988 2.292  -0.21
H 4.633 3.211 -0.503  0.12
H 2.983 -1.233 -0.821  -0.69
H -5.187 -3.448 -1.505  0.24
H -1.320 -0.850 -0.430  -0.17
H -1.463 -1.388 4.844  -0.23
H 0.577 -2.764 4.618  0.12
H 1.803 -6.284 -2.444  0.28
H 6.033 2.259 -0.203  0.30
H 2.505 7.567 -1.025  0.34
H 3.471 6.678 1.405  0.35
H -3.839 1.396 -2.214  0.57
H -0.201 -4.058 5.596  0.40
H -0.785 -1.818 6.461  0.38
H -2.175 1.180 4.021  0.50
H -4.191 -1.363 -0.673  -0.25
H 0.765 7.551 -0.503  0.30
H 3.775 0.590 -2.885  0.26
H 4.629 3.555 -6.107  0.30
H 3.987 2.086 -6.861  0.28
H -2.974 5.538 0.472  0.53
H -4.360 -3.898 0.920  0.11
H -3.050 -4.942 -1.793  -0.16
H -1.673 -0.044 -3.290  -0.29
H -0.357 -6.636 2.676  0.38
H 5.441 -1.387 -1.227  0.37
H -2.194 5.949 3.796  0.32
H 3.085 0.539 -0.694  -0.02
H -3.128 -2.049 -1.885  -0.37
H -0.855 1.429 0.361  -0.83
H 2.061 2.155 0.593  -0.10
H 1.559 4.883 5.354  0.38
H -2.988 1.117 1.089  -0.42
H -1.953 2.455 -3.677  -0.47
H 0.254 3.473 3.785  -0.36
H 4.116 -1.183 2.466  0.45
H -2.090 -0.511 -6.321  0.47
H 2.955 0.902 3.433  0.18
H 2.338 -5.199 0.074  -0.06
H -0.923 1.381 2.839  -0.37
H 2.620 -2.054 2.628  0.38
H 4.378 -6.793 0.256  0.38
H 0.483 2.601 -4.885  0.09
H 0.254 1.579 -0.987  -0.49
H 1.503 -0.085 3.599  -0.19
H -1.560 -7.595 0.734  0.47
H -0.415 -6.372 0.143  -0.11
H -4.978 -2.260 1.221  0.26
H -2.325 3.954 -2.854  0.40
H -1.290 6.502 1.847  0.50
H 0.969 2.010 4.392  -0.21
H 4.167 -7.046 -1.460  0.34
H -1.480 4.698 -0.015  -0.02
H 2.845 5.346 -0.115  0.00
H 2.648 3.874 4.402  0.10
H -2.260 1.674 -1.459  -0.04
H 1.922 -6.894 -0.282  0.27
H 3.211 3.627 6.580  0.31
H -2.276 2.494 2.861  0.54
H -2.485 -0.409 1.951  -0.57
H -2.281 -1.497 -4.100  0.45
H -4.109 -0.699 -2.369  -0.29
H -2.210 -6.527 3.789  0.32
H 2.667 -0.740 1.519  -0.19
H -0.964 -5.013 2.251  -0.42
H -3.191 0.017 -4.171  0.46
H 3.937 3.134 1.882  -0.05
H 5.902 3.926 0.473  0.36
H -0.772 -5.926 -3.566  0.51
H -1.200 -6.504 -1.961  0.37
H -0.817 -3.681 4.020  -0.40
H 3.806 3.680 -7.659  0.41
H -2.872 -2.747 2.510  -0.15
H 2.329 4.429 -5.822  0.26
H 1.206 5.290 0.578  -0.42
H -6.168 -2.074 -1.973  0.51
H -4.483 1.488 2.672  0.37

Calculated values
total charge: +1
spin multiplicity: 1
ΔE to the lowest compared entry with this formula, charge and spin: 0.0 kcal/mol
calculated total energy: -97304.57194 eV

***

# 2
Formula: C5H7N
Source: the OMol25 dataset
Level of theory: ωB97M-V with the def2-TZVPD basis set

Each line ends with the Mulliken charge.
Element x y z (Å)
N -0.504 1.587 -0.087  -0.63
C 2.534 -0.406 0.110  0.39
C -1.169 -0.846 0.636  -1.20
C 0.328 0.678 -0.888  -0.41
C -1.011 0.254 -0.387  0.24
C 1.524 0.092 -0.321  -0.71
H 0.424 0.974 -1.929  0.33
H -0.111 1.647 0.848  0.29
H -2.177 -0.833 1.064  0.35
H 3.435 -0.846 0.477  0.41
H -1.807 0.281 -1.129  0.35
H -0.443 -0.763 1.451  0.32
H -1.022 -1.820 0.156  0.28

Calculated values
spin multiplicity: 1
SMILES string: C#C[C@@H]1N[C@@H]1C
ΔE to the lowest compared entry with this formula, charge and spin: 65.4 kcal/mol
calculated total energy: -6785.67489 eV

***

Table of HOMO-LUMO gap (eV), in record order: 6.18, 10.36